(1)
The following is a quantum chemistry calculation of C23H48BrFGaNO30PS7 as an isolated structure, from the OMol25 dataset.

Positions of all 113 atoms, in Å:
C: 1.715 -0.129 2.056
C: 0.372 -0.821 1.765
O: -0.628 0.092 1.392
C: -0.740 0.268 -0.030
Ga: -1.891 1.858 -0.511
C: -0.593 3.374 -0.878
C: -0.041 3.786 0.498
C: 1.435 4.085 0.542
F: 2.188 2.998 0.053
C: -3.121 2.512 0.966
C: -4.076 1.476 1.479
C: -4.822 1.761 2.773
N: -4.256 0.405 0.818
P: -3.222 1.307 -2.444
O: -3.373 2.830 -3.157
Br: -1.485 0.543 -3.746
H: 1.686 0.878 1.633
H: 2.557 -0.658 1.602
H: 1.915 -0.047 3.127
H: 0.502 -1.574 0.978
H: 0.014 -1.352 2.654
H: -1.065 -0.675 -0.495
H: 0.263 0.485 -0.437
H: -1.126 4.212 -1.338
H: 0.215 3.063 -1.542
H: -0.578 4.655 0.885
H: -0.208 2.992 1.240
H: 1.708 4.965 -0.048
H: 1.762 4.232 1.579
H: -2.539 2.906 1.808
H: -3.725 3.359 0.605
H: -4.549 2.736 3.180
H: -4.576 1.012 3.528
H: -5.901 1.754 2.602
H: -4.948 -0.193 1.275
H: -3.465 3.492 -2.454
C: -2.331 -2.862 -4.347
C: -1.262 -3.529 -5.181
O: -0.910 -4.705 -4.419
S: -2.204 -5.273 -3.694
O: -2.781 -6.320 -4.469
O: -1.878 -5.518 -2.333
O: -3.108 -3.990 -3.852
H: -1.917 -2.315 -3.502
H: -2.983 -2.204 -4.912
H: -0.382 -2.910 -5.326
H: -1.642 -3.848 -6.152
C: -2.572 -2.676 6.248
C: -1.591 -1.923 5.370
O: -2.323 -0.745 4.998
S: -3.269 -0.281 6.179
O: -2.656 0.736 6.958
O: -4.568 -0.084 5.644
O: -3.210 -1.641 7.016
H: -3.328 -3.195 5.658
H: -2.093 -3.367 6.937
H: -1.324 -2.456 4.464
H: -0.692 -1.631 5.914
C: -3.849 7.867 3.103
C: -3.300 6.656 3.836
O: -2.551 5.973 2.826
S: -1.883 7.009 1.820
O: -0.538 7.266 2.195
O: -2.205 6.623 0.498
O: -2.764 8.274 2.259
H: -4.708 7.610 2.482
H: -4.097 8.693 3.764
H: -4.070 5.982 4.201
H: -2.633 6.942 4.650
C: 3.614 -3.827 -5.063
C: 2.896 -5.115 -5.422
O: 1.848 -4.676 -6.298
S: 2.334 -3.432 -7.169
O: 2.768 -3.858 -8.450
O: 1.363 -2.409 -7.032
O: 3.621 -3.084 -6.294
H: 3.072 -3.256 -4.308
H: 4.643 -3.980 -4.750
H: 2.439 -5.609 -4.569
H: 3.545 -5.807 -5.960
C: -4.283 -3.743 -9.688
C: -3.497 -4.461 -8.607
O: -2.196 -3.862 -8.694
S: -2.322 -2.315 -9.081
O: -2.295 -1.522 -7.907
O: -1.450 -2.059 -10.168
O: -3.836 -2.385 -9.593
H: -4.048 -4.127 -10.682
H: -5.357 -3.762 -9.522
H: -3.392 -5.528 -8.781
H: -3.911 -4.285 -7.613
C: 4.398 2.948 2.251
C: 5.572 3.825 2.635
O: 5.978 3.308 3.919
S: 5.747 1.739 3.964
O: 6.962 1.052 3.678
O: 5.048 1.417 5.159
O: 4.806 1.636 2.704
H: 3.487 3.231 2.776
H: 4.208 2.916 1.183
H: 5.307 4.871 2.755
H: 6.404 3.726 1.937
C: 7.080 -1.830 4.885
C: 6.687 -1.661 6.338
O: 5.737 -2.722 6.550
S: 6.142 -3.999 5.693
O: 6.886 -4.914 6.487
O: 4.993 -4.442 4.990
O: 7.154 -3.260 4.715
H: 6.321 -1.426 4.217
H: 8.047 -1.400 4.647
H: 6.202 -0.710 6.537
H: 7.533 -1.809 7.012

As for the charge: -1. The HOMO energy is -4.05 eV. Its LUMO energy is 0.0674 Eh. As for the molar mass: 1242.68 g mol⁻¹. For the HOMO-LUMO gap, the calculation gives 5.89 eV.

***

(2)
The following is a quantum chemistry calculation of a 3-piece molecular cluster, C23H48ClFN5O5 overall, from the OMol25 dataset.

Positions of all 83 atoms, in Å:
C: -3.921 6.580 -0.729
C: -3.382 5.629 0.024
C: -2.525 4.382 0.634
C: -2.989 2.994 -0.048
F: -4.436 3.128 -0.274
C: -2.288 2.946 -1.521
N: -2.770 1.795 -2.352
C: -1.937 1.806 -3.624
C: -2.662 2.876 -4.619
C: -3.538 2.151 -5.792
Cl: -3.715 3.414 -7.140
C: -2.423 0.566 -1.547
O: -3.097 -0.547 -2.244
C: -3.068 0.581 -0.052
N: -2.663 1.757 0.789
C: -1.234 1.788 1.247
C: -0.633 0.392 1.793
C: 0.589 -0.132 0.820
C: 1.910 0.713 1.325
N: 2.616 0.061 2.480
C: 2.630 1.113 3.568
N: 1.867 0.856 4.647
N: 3.418 2.376 3.438
H: -4.172 7.396 -1.516
H: -1.399 4.562 0.498
H: -2.849 4.329 1.756
H: -2.601 3.950 -2.032
H: -1.119 3.003 -1.460
H: -1.889 0.757 -4.106
H: -0.854 2.164 -3.458
H: -1.836 3.578 -5.053
H: -3.408 3.488 -3.991
H: -3.035 1.176 -6.135
H: -4.579 1.903 -5.325
H: -1.300 0.312 -1.575
H: -2.776 -1.413 -1.894
H: -4.225 0.614 -0.225
H: -2.862 -0.453 0.403
H: -3.300 1.779 1.626
H: -0.485 2.175 0.438
H: -1.121 2.547 2.130
H: -1.411 -0.428 2.013
H: -0.106 0.602 2.815
H: 0.442 0.163 -0.283
H: 0.747 -1.270 0.889
H: 1.550 1.789 1.592
H: 2.602 0.792 0.392
H: 3.627 0.017 2.197
H: 1.965 1.639 5.321
H: 3.215 2.860 2.535
H: 3.089 3.052 4.159
C: 6.589 -1.934 2.193
O: 6.090 -0.764 2.829
C: 6.728 -0.518 4.084
C: 7.760 0.601 3.970
O: 8.875 0.198 3.174
C: 8.831 0.747 1.865
H: 6.197 -1.962 1.174
H: 7.680 -1.934 2.145
H: 6.241 -2.824 2.725
H: 7.183 -1.433 4.479
H: 5.945 -0.203 4.781
H: 8.147 0.826 4.969
H: 7.305 1.515 3.572
H: 9.050 1.819 1.904
H: 7.860 0.585 1.390
H: 9.598 0.257 1.262
C: -3.487 -7.194 -3.254
O: -4.297 -7.109 -2.089
C: -3.524 -6.910 -0.905
C: -3.591 -5.458 -0.439
O: -2.918 -4.588 -1.353
C: -3.823 -3.870 -2.180
H: -4.141 -7.164 -4.128
H: -2.782 -6.362 -3.318
H: -2.942 -8.143 -3.259
H: -2.485 -7.225 -1.057
H: -3.960 -7.547 -0.131
H: -3.073 -5.372 0.521
H: -4.630 -5.142 -0.291
H: -4.339 -3.105 -1.590
H: -4.556 -4.531 -2.648
H: -3.249 -3.376 -2.967

As for the charge: +1. The HOMO energy is -10.88 eV. Its LUMO energy is -0.1033 Eh. As for the molar mass: 529.12 g mol⁻¹. For the HOMO-LUMO gap, the calculation gives 8.07 eV.

***

(3)
The following is a quantum chemistry calculation of C23H48F2O19V2 as an isolated structure, from the OMol25 dataset.

Positions of all 94 atoms, in Å:
V: -0.731 -4.243 -0.522
V: -2.476 2.878 -2.083
F: -3.566 2.595 -3.841
F: -3.761 4.162 -0.994
C: -3.325 -0.812 -0.177
C: -2.780 -2.105 -0.401
C: -2.881 -2.662 -1.862
O: -2.154 -3.622 -2.070
C: -3.759 -2.061 -2.845
C: -4.259 -0.855 -2.457
C: -3.883 -0.101 -1.195
O: -3.931 1.200 -1.051
O: -5.166 -0.395 -3.244
O: -1.987 -2.680 0.339
H: -3.090 -0.423 0.803
H: -4.219 -2.475 -3.730
C: -0.084 -0.662 -1.718
C: 0.460 -1.202 -0.581
C: 0.664 -0.283 0.612
O: 1.318 -0.727 1.649
C: 0.102 0.983 0.639
C: -0.708 1.472 -0.396
C: -0.656 0.657 -1.793
O: -1.393 1.160 -2.672
O: -1.477 2.396 -0.305
O: 0.663 -2.518 -0.648
H: -0.193 -1.247 -2.620
H: 0.173 1.605 1.520
C: -0.951 1.434 -5.873
O: -1.192 1.531 -7.265
H: -1.584 0.673 -5.417
H: 0.115 1.325 -5.677
H: -1.373 2.381 -5.536
H: -0.749 2.300 -7.630
C: -1.956 -1.235 3.459
O: -0.704 -0.745 3.927
H: -1.966 -2.147 2.862
H: -2.617 -1.363 4.316
H: -2.347 -0.427 2.840
H: -0.194 -0.698 3.115
C: -0.941 -4.649 2.880
O: -0.266 -4.011 1.773
H: -2.011 -4.847 2.822
H: -0.561 -5.652 3.077
H: -0.713 -4.052 3.763
H: 0.556 -3.784 2.215
C: -3.121 3.149 2.690
O: -3.675 4.285 2.027
H: -3.881 2.476 3.086
H: -2.637 2.581 1.896
H: -2.420 3.498 3.447
H: -3.717 4.017 1.106
C: 4.513 0.649 3.050
O: 4.029 0.146 1.757
H: 5.563 0.414 3.223
H: 4.363 1.729 3.058
H: 3.949 0.251 3.893
H: 3.079 0.044 1.853
C: 3.414 -1.646 -3.110
O: 2.288 -0.942 -3.578
H: 3.419 -2.706 -3.365
H: 4.356 -1.187 -3.412
H: 3.475 -1.531 -2.028
H: 2.327 -0.038 -3.257
C: -0.147 -2.547 -5.179
O: 0.870 -3.044 -4.364
H: -0.658 -3.264 -5.821
H: -1.005 -2.283 -4.561
H: 0.124 -1.809 -5.934
H: 1.401 -2.276 -4.139
C: 3.217 -3.509 3.347
O: 2.138 -3.275 2.581
H: 3.945 -2.735 3.105
H: 3.196 -3.253 4.406
H: 3.829 -4.406 3.252
H: 2.098 -2.378 2.243
C: 3.400 1.602 -1.289
O: 2.476 1.559 -2.414
H: 2.920 1.817 -0.334
H: 3.920 0.651 -1.170
H: 4.177 2.363 -1.365
H: 1.813 2.236 -2.262
C: 1.798 2.432 4.199
O: 0.871 3.332 4.740
H: 2.785 2.488 4.659
H: 1.460 1.411 4.376
H: 1.863 2.528 3.115
H: 0.501 2.868 5.495
C: 0.018 4.543 1.828
O: -0.082 5.501 2.867
H: -0.555 5.003 1.023
H: 1.011 4.329 1.433
H: -0.460 3.603 2.107
H: 0.306 5.255 3.710

The multiplicity is 9. The HOMO energy (alpha / beta) is -7.40 / -8.97 eV. Its LUMO energy (alpha / beta) is -0.0807 / -0.1391 Eh. As for the molar mass: 768.50 g mol⁻¹. For the HOMO-LUMO gap (alpha / beta), the calculation gives 5.20 / 5.18 eV.

***

no.,maximum force (eV/A)
1,0.568
2,7.336
3,6.849